A molecular structure, C29H44N3O10PRb in a non-equilibrium geometry. Source: OMol25; level of theory: ωB97M-V/def2-TZVPD.

ORCA input file:
```
! RIJCOSX wB97M-V def2-TZVPD def2/J DEFGRID3
* xyz -1 1
Rb 0.144 -0.159 -0.172
C -2.869 -1.465 -0.278
C -2.874 -0.264 -1.282
O -2.456 0.952 -0.697
C -3.390 1.533 0.194
C -2.643 2.316 1.253
O -1.650 1.462 1.778
C -1.103 1.819 3.015
C 0.054 0.833 3.280
O -0.084 -0.382 2.573
C -1.150 -1.236 2.982
C -1.754 -1.942 1.786
O -2.452 -1.003 0.986
H -2.198 -2.252 -0.644
H -3.870 -1.901 -0.206
H -3.867 -0.153 -1.726
H -2.161 -0.453 -2.086
H -3.983 0.757 0.682
H -4.064 2.202 -0.353
H -3.362 2.608 2.030
H -2.189 3.223 0.842
H -1.871 1.759 3.799
H -0.716 2.845 3.007
H 0.152 0.659 4.357
H 0.983 1.270 2.913
H -1.925 -0.663 3.502
H -0.760 -2.009 3.650
H -2.429 -2.728 2.143
H -0.952 -2.410 1.225
O -0.388 4.812 0.556
C -0.549 5.367 -0.658
C -1.136 6.631 -0.740
C -1.310 7.242 -1.969
C -0.905 6.603 -3.138
C -0.333 5.343 -3.060
C -0.150 4.701 -1.838
C 0.465 3.331 -1.753
O 0.767 2.894 -0.586
N 0.693 2.742 -2.904
N 0.975 1.420 -2.876
C 1.888 0.999 -3.653
C 2.177 -0.442 -3.747
C 3.230 -0.890 -4.547
C 3.525 -2.242 -4.585
C 2.764 -3.117 -3.828
C 1.721 -2.591 -3.074
N 1.424 -1.292 -3.038
H 0.079 3.924 0.354
H -1.444 7.118 0.178
H -1.760 8.228 -2.018
H -1.031 7.088 -4.099
H -0.014 4.821 -3.953
H 2.490 1.688 -4.245
H 3.807 -0.172 -5.119
H 4.343 -2.607 -5.195
H 2.969 -4.180 -3.810
H 1.105 -3.239 -2.460
C 4.425 -5.491 0.546
C 3.589 -4.230 0.700
C 4.202 -3.089 -0.108
C 3.502 -3.852 2.181
O 2.310 -4.576 0.126
P 0.915 -3.822 0.495
O 0.332 -4.384 1.740
O 1.087 -2.343 0.332
O 0.047 -4.293 -0.797
C -0.658 -5.545 -0.944
C -0.980 -5.617 -2.428
C 0.200 -6.742 -0.536
C -1.947 -5.511 -0.127
H 5.442 -5.318 0.907
H 4.468 -5.786 -0.506
H 3.979 -6.308 1.118
H 5.201 -2.854 0.266
H 3.568 -2.204 -0.033
H 4.270 -3.371 -1.162
H 4.509 -3.677 2.567
H 3.025 -4.652 2.750
H 2.909 -2.944 2.318
H -0.059 -5.687 -3.014
H -1.517 -4.717 -2.736
H -1.601 -6.491 -2.639
H 1.121 -6.767 -1.123
H -0.359 -7.666 -0.698
H 0.470 -6.666 0.520
H -2.586 -4.689 -0.466
H -1.704 -5.358 0.926
H -2.491 -6.451 -0.247
*
```

Results
**E**: -65681.8957 eV
**HOMO level**: -4.7 eV
**HOMO-LUMO gap**: 6.71 eV
**Strongest force on any atom**: 1.8 eV/Å

C5H9NO in the gas phase in a non-equilibrium geometry. Source: OMol25; level of theory: ωB97M-V/def2-TZVPD.

ORCA input file:
```
! RIJCOSX wB97M-V def2-TZVPD def2/J DEFGRID3
* xyz 0 1
C -1.058 -1.519 0.456
C -0.672 -0.140 0.054
N -1.613 0.555 -0.663
C 0.674 0.253 -0.062
C 1.153 1.654 0.232
C 1.737 -0.722 -0.165
O 2.220 -1.701 0.332
H -0.320 -2.258 0.111
H -2.026 -1.820 0.051
H -1.120 -1.597 1.542
H -1.447 1.517 -0.904
H -2.569 0.246 -0.662
H 0.713 2.392 -0.442
H 2.243 1.696 0.182
H 0.901 1.937 1.256
H 1.184 -0.492 -1.317
*
```

Results
**E**: -8864.3172 eV
**Structure (SMILES)**: C/C(N)=C(/C)C=O
**HOMO level (alpha / beta)**: -6.6 / -6.6 eV
**HOMO-LUMO gap (alpha / beta)**: 7.36 / 7.36 eV
**Strongest force on any atom**: 5.6 eV/Å

2 unconnected molecules or ions with the total composition CN4O3 in a non-equilibrium geometry. Source: OMol25; level of theory: ωB97M-V/def2-TZVPD.

ORCA input file:
```
! RIJCOSX wB97M-V def2-TZVPD def2/J DEFGRID3
* xyz 0 1
N 0.492 -1.752 0.223
N 0.564 -2.568 0.958
O 0.683 -3.424 1.715
N -0.472 2.040 1.614
C -0.618 1.808 0.499
O -0.872 1.369 -0.659
N 0.212 1.559 -1.681
O 0.011 0.969 -2.668
*
```

Results
**E**: -13133.8562 eV
**Structure (SMILES)**: N#[N+][O-].N#CON=O
**HOMO level**: -11.5 eV
**HOMO-LUMO gap**: 9.88 eV
**Strongest force on any atom**: 3.4 eV/Å

A molecular structure, C7H16N2O3PS in a non-equilibrium geometry. Source: OMol25; level of theory: ωB97M-V/def2-TZVPD.

ORCA input file:
```
! RIJCOSX wB97M-V def2-TZVPD def2/J DEFGRID3
* xyz 1 1
C 2.163 -0.963 -0.475
C 0.151 0.925 -2.077
C 0.022 2.322 -0.561
C 1.238 -2.045 0.061
C 1.763 0.446 -0.034
C 0.354 0.815 -0.557
C -3.240 -0.043 1.606
N -0.522 -0.008 0.243
N 1.566 0.483 1.446
O -0.852 -1.741 -1.596
O -1.312 -2.292 0.756
O -0.200 2.303 -1.962
P -2.761 0.594 -0.035
S -0.514 -1.615 -0.215
H 3.191 -1.171 -0.163
H 2.143 -0.993 -1.566
H 1.056 0.789 -2.675
H -0.655 0.316 -2.489
H -0.875 2.603 -0.002
H 0.851 2.988 -0.293
H 1.397 -2.985 -0.459
H 1.327 -2.217 1.130
H 2.518 1.169 -0.353
H -2.903 0.622 2.400
H -2.839 -1.045 1.753
H -4.329 -0.094 1.649
H 0.480 0.160 1.410
H 1.634 1.429 1.825
H 2.178 -0.148 1.964
H -3.031 -0.604 -0.730
*
```

Results
**E**: -36755.9066 eV
**HOMO level**: -13.4 eV
**HOMO-LUMO gap**: 9.13 eV
**Strongest force on any atom**: 3.0 eV/Å

12 unconnected molecules or ions with the total composition C42H66O30S3 in a non-equilibrium geometry. Source: OMol25; level of theory: ωB97M-V/def2-TZVPD.

ORCA input file:
```
! RIJCOSX wB97M-V def2-TZVPD def2/J DEFGRID3
* xyz 0 1
O 4.747 3.986 -0.572
S 3.545 3.235 -0.785
O 2.294 3.852 -0.474
O 3.532 2.607 -2.302
C 4.280 1.391 -2.340
C 4.433 0.871 -0.920
O 3.636 1.762 -0.107
H 3.803 0.699 -3.037
H 5.220 1.635 -2.841
H 5.450 1.007 -0.545
H 4.122 -0.145 -0.692
O 0.741 3.939 -7.753
S 0.818 2.517 -7.516
O 0.585 1.611 -8.588
O 2.183 2.104 -6.773
C 2.143 2.625 -5.446
C 0.702 2.395 -4.985
O -0.072 2.160 -6.179
H 2.888 2.091 -4.867
H 2.358 3.692 -5.523
H 0.339 3.286 -4.479
H 0.609 1.495 -4.388
O 4.136 -3.434 3.056
S 4.268 -2.132 2.461
O 4.091 -2.018 1.037
O 3.279 -1.066 3.103
C 3.837 0.269 3.007
C 5.331 0.036 3.242
O 5.593 -1.329 2.946
H 3.580 0.775 2.080
H 3.368 0.706 3.882
H 5.558 0.306 4.276
H 6.042 0.613 2.651
O -5.318 3.268 -4.814
C -4.743 2.828 -3.857
C -3.254 2.843 -3.620
C -3.070 1.881 -2.446
C -4.474 1.855 -1.831
O -5.378 2.153 -2.883
H -2.684 2.603 -4.513
H -3.025 3.879 -3.351
H -2.640 0.939 -2.783
H -2.378 2.249 -1.688
H -4.639 0.923 -1.291
H -4.484 2.594 -1.022
O -2.988 0.670 1.380
C -3.701 -0.264 1.566
C -5.197 -0.399 1.486
C -5.489 -1.898 1.653
C -4.191 -2.468 2.200
O -3.182 -1.451 2.101
H -5.528 0.170 2.359
H -5.538 0.134 0.602
H -6.327 -1.948 2.347
H -5.807 -2.395 0.741
H -4.322 -2.736 3.250
H -3.910 -3.386 1.688
O 1.904 2.901 3.011
C 1.128 3.096 3.908
C 0.328 2.109 4.731
C -0.820 3.022 5.150
C -0.060 4.330 5.370
O 1.013 4.329 4.436
H 0.080 1.215 4.161
H 0.900 1.745 5.587
H -1.587 3.132 4.384
H -1.333 2.722 6.064
H -0.699 5.195 5.170
H 0.268 4.509 6.397
O 0.809 -4.024 0.679
C 1.873 -4.494 0.408
C 2.661 -5.510 1.187
C 4.031 -5.562 0.609
C 3.721 -5.103 -0.806
O 2.540 -4.311 -0.776
H 2.577 -5.335 2.262
H 2.131 -6.467 1.100
H 4.647 -4.789 1.063
H 4.515 -6.534 0.594
H 4.562 -4.644 -1.322
H 3.492 -5.974 -1.434
O -1.836 4.988 -0.717
C -2.464 4.960 0.305
C -2.052 4.527 1.709
C -3.408 4.238 2.411
C -4.309 5.208 1.648
O -3.705 5.455 0.369
H -1.304 3.741 1.690
H -1.618 5.498 1.985
H -3.621 3.203 2.132
H -3.395 4.365 3.489
H -5.279 4.781 1.412
H -4.296 6.140 2.214
O -0.199 0.790 -2.301
C 0.074 0.499 -1.163
C 0.050 1.404 0.066
C 0.500 0.445 1.163
C 0.637 -0.965 0.549
O 0.475 -0.718 -0.838
H 0.649 2.304 -0.062
H -0.957 1.796 0.215
H 1.390 0.821 1.671
H -0.223 0.465 1.983
H 1.618 -1.358 0.796
H -0.143 -1.586 0.984
O 3.937 -3.648 -3.896
C 2.962 -2.953 -3.984
C 1.528 -3.290 -3.856
C 0.891 -2.193 -4.676
C 1.872 -1.011 -4.534
O 3.088 -1.601 -4.065
H 1.371 -4.312 -4.201
H 1.262 -3.295 -2.797
H 0.629 -2.438 -5.706
H -0.095 -1.991 -4.249
H 1.971 -0.497 -5.490
H 1.421 -0.315 -3.822
O -5.294 -1.434 -2.856
C -4.351 -1.970 -2.359
C -3.356 -2.828 -3.102
C -2.095 -2.622 -2.302
C -2.636 -2.251 -0.885
O -3.966 -1.746 -1.091
H -3.746 -3.848 -3.132
H -3.284 -2.505 -4.137
H -1.507 -3.538 -2.234
H -1.443 -1.822 -2.647
H -2.561 -3.062 -0.159
H -2.007 -1.468 -0.462
O 1.209 -5.190 5.283
C 0.874 -4.063 5.030
C 0.444 -3.468 3.686
C -0.123 -2.133 4.140
C 0.559 -1.821 5.429
O 0.804 -3.144 6.005
H 1.286 -3.390 3.001
H -0.279 -4.119 3.203
H -0.088 -1.289 3.445
H -1.200 -2.221 4.317
H 1.536 -1.336 5.371
H -0.050 -1.329 6.186
*
```

Results
**E**: -138553.8891 eV
**Structure (SMILES)**: O=S1(=O)OCCO1.O=S1(=O)OCCO1.O=S1(=O)OCCO1.O=C1CCCO1.O=C1CCCO1.O=C1CCCO1.O=C1CCCO1.O=C1CCCO1.O=C1CCCO1.O=C1CCCO1.O=C1CCCO1.O=C1CCCO1
**HOMO level**: -9.6 eV
**HOMO-LUMO gap**: 9.39 eV
**Strongest force on any atom**: 2.3 eV/Å

2 unconnected molecules or ions with the total composition C12H15BO2 in a non-equilibrium geometry. Source: OMol25; level of theory: ωB97M-V/def2-TZVPD.

ORCA input file:
```
! RIJCOSX wB97M-V def2-TZVPD def2/J DEFGRID3
* xyz 0 1
B -0.961 -0.739 0.251
C -3.644 -4.240 0.765
C -2.889 -3.376 0.271
C -4.554 -4.172 1.776
C -4.416 -2.870 2.297
C -3.530 -1.895 1.806
C -2.642 -2.146 0.763
C 0.545 0.934 0.194
C 0.666 -0.008 -1.048
C 1.562 0.587 1.194
C 0.513 2.478 -0.030
C -0.161 0.444 -2.343
C 1.953 -0.357 -1.649
O -0.729 0.516 0.641
O -0.042 -1.216 -0.644
H -5.147 -4.961 2.041
H -5.105 -2.724 3.195
H -3.479 -0.922 2.322
H 1.167 0.773 2.222
H 2.552 0.930 1.141
H 1.661 -0.489 1.200
H 1.088 2.805 -0.819
H 0.966 2.933 0.840
H -0.573 2.624 -0.208
H 0.272 1.347 -2.676
H -1.062 0.708 -1.951
H -0.178 -0.466 -2.985
H 2.014 -1.475 -1.556
H 2.789 0.234 -1.198
H 1.998 -0.154 -2.690
*
```

Results
**E**: -17454.0765 eV
**HOMO level**: -8.7 eV
**HOMO-LUMO gap**: 9.32 eV
**Strongest force on any atom**: 4.5 eV/Å

9 unconnected molecules or ions with the total composition C26H69O25S8 in a non-equilibrium geometry. Source: OMol25; level of theory: ωB97M-V/def2-TZVPD.

ORCA input file:
```
! RIJCOSX wB97M-V def2-TZVPD def2/J DEFGRID3
* xyz -1 1
C 0.221 -0.573 -0.274
C -0.890 0.481 -0.396
O -0.420 1.745 -0.472
H 0.896 -0.329 0.545
H 0.802 -0.674 -1.199
H -0.160 -1.595 -0.099
H -1.557 0.291 0.491
H -1.525 0.156 -1.251
O 1.212 -2.592 5.059
S 0.075 -1.763 4.971
O -1.246 -2.289 4.875
O 0.158 -0.836 6.261
C -0.922 0.109 6.452
C -0.744 0.753 7.804
C 0.308 -0.596 3.654
H -1.860 -0.450 6.399
H -0.954 0.815 5.618
H -0.940 0.022 8.589
H -1.405 1.611 7.904
H 0.290 1.069 7.951
H 0.530 -1.176 2.764
H 1.163 0.014 3.939
H -0.606 -0.017 3.582
O 0.510 3.128 -5.734
S 1.764 3.011 -5.113
O 2.907 2.545 -5.821
O 2.084 4.459 -4.572
C 3.309 4.699 -3.866
C 3.414 6.197 -3.682
C 1.599 2.107 -3.616
H 4.147 4.362 -4.491
H 3.439 4.146 -2.938
H 4.267 6.453 -3.055
H 2.509 6.592 -3.225
H 3.516 6.644 -4.671
H 1.500 1.042 -3.826
H 0.743 2.468 -3.029
H 2.492 2.247 -3.010
O 1.382 -8.020 -1.221
S 1.896 -6.707 -1.099
O 2.034 -5.867 -2.246
O 0.990 -5.998 -0.044
C 1.257 -4.596 0.181
C 1.262 -4.241 1.655
C 3.457 -6.759 -0.273
H 0.492 -4.066 -0.375
H 2.234 -4.301 -0.199
H 1.308 -3.159 1.751
H 2.064 -4.759 2.183
H 0.350 -4.615 2.130
H 3.314 -7.282 0.668
H 3.737 -5.733 -0.034
H 4.156 -7.186 -0.983
O -4.891 -3.312 -0.583
S -3.693 -3.738 0.060
O -3.668 -4.955 0.789
O -2.564 -3.878 -1.028
C -2.430 -2.871 -2.048
C -1.137 -3.107 -2.751
C -3.018 -2.431 1.018
H -2.466 -1.862 -1.624
H -3.257 -2.892 -2.761
H -0.955 -2.190 -3.334
H -1.104 -3.924 -3.467
H -0.230 -3.103 -2.147
H -3.464 -2.414 2.009
H -3.331 -1.515 0.520
H -1.939 -2.535 1.032
O -3.663 0.414 2.132
S -3.690 1.741 2.627
O -4.763 2.640 2.420
O -3.466 1.550 4.186
C -3.261 2.690 5.033
C -3.935 2.455 6.370
C -2.187 2.521 2.128
H -3.629 3.610 4.581
H -2.178 2.713 5.187
H -4.995 2.253 6.218
H -3.778 3.328 6.999
H -3.530 1.552 6.828
H -2.333 3.022 1.174
H -1.444 1.741 1.958
H -1.802 3.100 2.964
O 2.208 6.315 1.736
S 1.858 5.434 0.690
O 1.782 5.941 -0.638
O 2.913 4.248 0.762
C 2.790 3.187 -0.174
C 2.682 1.864 0.544
C 0.381 4.570 1.116
H 3.619 3.159 -0.887
H 1.914 3.308 -0.822
H 1.902 1.855 1.307
H 3.630 1.592 1.017
H 2.357 1.051 -0.099
H 0.569 4.241 2.136
H 0.258 3.694 0.456
H -0.469 5.237 1.027
O -3.258 -0.448 -5.630
S -3.320 0.659 -4.754
O -4.023 1.850 -5.114
O -3.940 0.062 -3.424
C -4.421 1.016 -2.454
C -5.112 0.275 -1.322
C -1.706 1.125 -4.214
H -5.119 1.727 -2.889
H -3.563 1.569 -2.063
H -6.144 0.624 -1.241
H -4.666 0.458 -0.346
H -5.169 -0.799 -1.503
H -1.178 1.289 -5.158
H -1.192 0.320 -3.702
H -1.799 2.047 -3.647
O 3.239 -1.312 0.709
S 3.864 -1.769 -0.476
O 4.772 -2.853 -0.384
O 2.770 -2.133 -1.552
C 3.280 -2.798 -2.764
C 2.211 -2.835 -3.794
C 4.606 -0.391 -1.311
H 3.627 -3.773 -2.430
H 4.134 -2.229 -3.137
H 1.472 -3.627 -3.674
H 2.657 -3.037 -4.769
H 1.648 -1.900 -3.823
H 5.376 -0.768 -1.978
H 4.974 0.268 -0.532
H 3.834 0.092 -1.899
*
```

Results
**E**: -165948.4820 eV
**HOMO level**: -5.1 eV
**HOMO-LUMO gap**: 6.75 eV
**Strongest force on any atom**: 1.9 eV/Å

5 unconnected molecules or ions with the total composition CH10O5 in a non-equilibrium geometry. Source: OMol25; level of theory: ωB97M-V/def2-TZVPD.

ORCA input file:
```
! RIJCOSX wB97M-V def2-TZVPD def2/J DEFGRID3
* xyz 0 1
C 1.713 -0.089 -1.325
O 1.435 0.586 -0.358
H 1.251 -0.184 -2.342
H 2.646 -0.648 -1.430
O -0.509 1.934 -2.078
H 0.087 1.775 -1.354
H -0.958 2.734 -1.756
O -2.397 -0.079 -0.739
H -2.276 0.180 -1.690
H -3.225 0.385 -0.545
O 2.066 -1.079 3.273
H 1.279 -0.712 2.859
H 2.021 -1.956 3.094
O -0.724 -0.769 1.649
H -1.043 -0.705 0.725
H -1.367 -1.374 2.019
*
```

Results
**E**: -11435.6372 eV
**Structure (SMILES)**: C=O.O.O.O.O
**HOMO level**: -10.5 eV
**HOMO-LUMO gap**: 10.95 eV
**Strongest force on any atom**: 4.3 eV/Å

Among the records above, which one has the lowest E?
C26H69O25S8